i.
2 unconnected molecules or ions with the total composition C18H25N3O4, computed with ωB97M-V with the def2-TZVPD basis set.

Positions of all 50 atoms, in Å:
C (-2.08977, 2.19293, -0.77080)
C (-1.38075, 1.19370, 0.22512)
O (-1.82586, 0.06291, 0.24632)
N (-0.25189, 1.61036, 1.00657)
C (0.17447, 0.59459, 1.99172)
C (-0.74158, -0.02913, 3.09628)
O (1.32606, 0.24990, 1.95041)
C (-0.47452, 2.86959, 1.70067)
C (-1.52122, 3.13684, 2.68251)
C (-1.59764, 4.45684, 3.33181)
C (-0.64824, 5.54015, 3.04215)
C (0.38520, 5.28152, 2.04973)
C (0.45905, 3.95703, 1.41613)
C (1.67741, 4.03424, 0.43059)
O (1.87374, 3.25865, -0.45257)
N (2.42580, 5.18940, 0.87060)
C (1.51920, 6.17830, 1.46094)
O (1.65974, 7.35620, 1.42020)
H (-1.41153, 2.36223, -1.64976)
H (-2.37435, 3.15929, -0.28911)
H (-3.01269, 1.69175, -1.16843)
H (-1.79649, -0.15639, 2.72904)
H (-0.73498, 0.60917, 4.01269)
H (-0.33379, -1.05793, 3.28657)
H (-2.24708, 2.32577, 2.91648)
H (-2.39140, 4.69798, 4.07435)
H (-0.69870, 6.53239, 3.55301)
H (3.09640, 4.77511, 1.52862)
C (-0.29286, -6.10120, -2.08905)
C (-0.05004, -4.79344, -1.34720)
N (1.15900, -4.10157, -1.76421)
C (1.54182, -3.01602, -0.86900)
C (0.59556, -1.82041, -0.75385)
C (1.27221, -3.80828, -3.18570)
C (0.16780, -2.96846, -3.83120)
H (0.57239, -6.76352, -2.01077)
H (-1.15170, -6.61822, -1.65595)
H (-0.51118, -5.93692, -3.14636)
H (0.03753, -5.03829, -0.28416)
H (-0.94033, -4.15759, -1.44974)
H (2.53609, -2.65346, -1.14817)
H (1.67209, -3.43958, 0.13386)
H (0.64438, -1.18054, -1.63567)
H (0.88707, -1.20485, 0.09821)
H (-0.44131, -2.12126, -0.59660)
H (1.33382, -4.75882, -3.72547)
H (2.23717, -3.32943, -3.37850)
H (-0.83201, -3.28749, -3.52988)
H (0.22159, -3.06560, -4.91965)
H (0.27631, -1.90843, -3.60280)

- E_HOMO (eV) = -7.8
- structure (SMILES) = CC(=O)N(C(C)=O)c1cccc2c1C(=O)NC2=O.CCN(CC)CC
- spin multiplicity = 1
- net charge = 0
- LUMO (eV) = -0.9
- orbital gap (eV) = 6.96

Löwdin population analysis, charges in e, atoms 1 to 8: atom 1 (C): 0.017, atom 2 (C): -0.420, atom 3 (O): 0.066, atom 4 (N): 0.069, atom 5 (C): -0.401, atom 6 (C): 0.002, atom 7 (O): 0.117, atom 8 (C): -0.150


ii.
A single C18H25N3O4 molecule, computed with ωB97M-V with the def2-TZVPD basis set.

Positions of all 50 atoms, in Å:
C (2.13818, 3.05118, 0.37815)
C (3.15265, 2.47662, -0.60264)
C (3.23746, 0.94941, -0.55921)
C (3.76118, 0.39885, 0.77751)
C (2.65615, -0.09535, 1.70876)
C (1.84682, -1.28495, 1.25084)
O (0.82335, -1.63817, 1.80923)
N (2.34656, -2.03414, 0.23309)
H (3.09651, -1.72915, -0.36479)
N (1.61853, -3.14388, -0.21725)
H (1.11470, -3.47569, 0.61134)
C (0.62451, -2.82029, -1.25929)
C (-0.40294, -3.93581, -1.35847)
C (-1.61689, -3.40802, -0.61041)
O (-2.59249, -4.02598, -0.28876)
N (-1.42176, -2.05017, -0.40877)
C (-0.20244, -1.60027, -0.85960)
O (0.16750, -0.45318, -0.89743)
C (-2.36129, -1.20037, 0.23642)
C (-2.94406, -1.59203, 1.42878)
C (-3.83487, -0.72781, 2.04461)
C (-4.11417, 0.50631, 1.49694)
C (-3.51346, 0.90324, 0.29993)
C (-2.64681, 0.02781, -0.34336)
H (-2.17860, 0.28192, -1.27925)
O (-3.85479, 2.13708, -0.15282)
C (-3.18734, 2.68435, -1.27423)
C (-1.74971, 3.09610, -0.97039)
H (-1.32273, 3.59398, -1.83682)
H (-1.13793, 2.23150, -0.72595)
H (-1.73385, 3.78058, -0.12582)
H (-3.22306, 1.98927, -2.12266)
H (-3.78100, 3.56660, -1.53016)
H (-4.79463, 1.19109, 1.97754)
H (-4.30435, -1.01933, 2.97150)
H (-2.70351, -2.54660, 1.86504)
H (-0.69396, -4.13566, -2.39075)
H (-0.05454, -4.87101, -0.92175)
H (1.17713, -2.62808, -2.18474)
H (3.08613, -0.37664, 2.67527)
H (1.93599, 0.70052, 1.90341)
H (4.47570, -0.41053, 0.60547)
H (4.31030, 1.18769, 1.29638)
H (3.90138, 0.63153, -1.36761)
H (2.24449, 0.54636, -0.76222)
H (2.86779, 2.77157, -1.61528)
H (4.13889, 2.90312, -0.40122)
H (2.46487, 2.91426, 1.40595)
H (2.00974, 4.11772, 0.20645)
H (1.17468, 2.56444, 0.24902)

- E_HOMO (eV) = -8.4
- structure (SMILES) = CCCCCC(=O)NN[C@H]1CC(=O)N(c2cccc(OCC)c2)C1=O
- spin multiplicity = 1
- net charge = 0
- LUMO (eV) = 0.7
- orbital gap (eV) = 9.11

Löwdin population analysis, charges in e, atoms 1 to 8: atom 1 (C): -0.102, atom 2 (C): -0.259, atom 3 (C): -0.220, atom 4 (C): -0.200, atom 5 (C): -0.097, atom 6 (C): -0.487, atom 7 (O): 0.060, atom 8 (N): 0.057


Most favorable structure: ii. The second most favorable one is 67.4 kcal/mol above it.


i.
2 unconnected molecules or ions with the total composition C3H9O2, computed with ωB97M-V with the def2-TZVPD basis set.

Positions of all 14 atoms, in Å:
C (-0.64987, 0.62473, -0.75641)
O (-1.45034, 0.94755, -1.75472)
C (-0.81074, -0.83223, -0.20525)
C (-2.19037, -1.11210, 0.38234)
H (-0.79879, 1.22369, 0.19386)
H (0.47882, 0.66862, -0.92188)
H (-0.05518, -1.01749, 0.57894)
H (-0.59538, -1.52310, -1.01079)
H (-2.45156, -0.36537, 1.12180)
H (-2.18189, -2.07105, 0.91314)
H (-2.99541, -1.15986, -0.34461)
H (3.79088, 1.54524, 0.45178)
H (5.16916, 1.58948, 1.10419)
O (4.74069, 1.48188, 0.24761)

- E_HOMO (eV) = -2.2
- spin multiplicity = 1
- net charge = -1
- LUMO (eV) = 3.2
- orbital gap (eV) = 5.39

Löwdin population analysis, charges in e, atoms 1 to 8: atom 1 (C): -0.621, atom 2 (O): -0.339, atom 3 (C): -0.303, atom 4 (C): -0.159, atom 5 (H): 0.065, atom 6 (H): 0.063, atom 7 (H): 0.078, atom 8 (H): 0.077


ii.
2 unconnected molecules or ions with the total composition C3H9O2, computed with ωB97M-V with the def2-TZVPD basis set.

Positions of all 14 atoms, in Å:
C (-0.61838, 0.63758, -0.79407)
O (-1.52429, 0.99630, -1.70283)
C (-0.80501, -0.78578, -0.20205)
C (-2.12721, -0.86490, 0.60375)
H (-0.58943, 1.23618, 0.15117)
H (0.46951, 0.67206, -1.18171)
H (-0.00147, -0.89785, 0.53842)
H (-0.71023, -1.61682, -0.91796)
H (-2.20787, 0.12317, 1.07663)
H (-2.18918, -1.67690, 1.33423)
H (-2.92581, -0.97378, -0.13052)
H (4.15962, 0.44071, -0.00054)
H (4.42956, 1.42850, 1.07932)
O (4.64020, 1.28153, 0.14616)

- E_HOMO (eV) = -2.2
- spin multiplicity = 1
- net charge = -1
- LUMO (eV) = 3.4
- orbital gap (eV) = 5.54

Löwdin population analysis, charges in e, atoms 1 to 8: atom 1 (C): -0.614, atom 2 (O): -0.354, atom 3 (C): -0.305, atom 4 (C): -0.153, atom 5 (H): 0.061, atom 6 (H): 0.072, atom 7 (H): 0.067, atom 8 (H): 0.083


Most favorable structure: i. The second most favorable one is 2.6 kcal/mol above it.